No. 1
Formula: CH2N6O3
Source: OMol25
Level of theory: ωB97M-V/def2-TZVPD

Structure (XYZ):
```
12
CH2N6O3 | OMol25 | ωB97M-V/def2-TZVPD
C 0.29863 -1.38158 0.55197
N -2.91416 -0.90307 -0.90215
N -2.18129 -0.11955 -0.59264
N 1.46192 -1.29725 0.18259
N -1.23298 0.52850 -0.16212
N 2.27353 -0.33315 -0.32993
N -1.01505 1.81564 0.28773
O -0.64258 -1.94130 0.98049
O 0.11128 1.95177 0.64733
O -1.98530 2.54760 0.40953
H 2.63799 -0.53391 -1.30783
H 3.18802 -0.33371 0.23501
```

As for the charge: 0. Its total energy is -16140.51373 eV. The calculation puts the energy above the lowest of the compared OMol25 structures with the same formula, charge and spin at 2.315 eV. The expectation value of S² is 2.022. Its HOMO-LUMO gap (spin up / spin down) is 7.882 / 5.025 eV. Its spin multiplicity is 3. The HOMO energy (spin up / spin down) comes out at -7.7 / -9.3 eV.



No. 2
Formula: CH2NO2
Source: OMol25
Level of theory: ωB97M-V/def2-TZVPD

Structure (XYZ):
```
6
CH2NO2 | OMol25 | ωB97M-V/def2-TZVPD
N 0.29829 -0.19273 -0.04423
C 0.41225 -0.29036 -1.20392
O -0.79142 0.48760 2.82609
O 0.39217 -0.11181 -2.41324
H -1.13673 -0.38019 3.05471
H -0.21357 0.26611 2.07138
```

As for the charge: -1. Its total energy is -6656.04333 eV. The calculation puts the energy above the lowest of the compared OMol25 structures with the same formula, charge and spin at 0.334 eV. Its HOMO-LUMO gap is 8.332 eV. The HOMO energy comes out at -3.8 eV.



No. 3
Formula: CH2NO2
Source: OMol25
Level of theory: ωB97M-V/def2-TZVPD

Structure (XYZ):
```
6
CH2NO2 | OMol25 | ωB97M-V/def2-TZVPD
N 0.46727 -0.34332 0.46206
C -0.35576 0.32586 -0.52239
O -0.34040 1.57856 -0.45927
O -1.00663 -0.44826 -1.26891
H 0.34263 -1.33576 0.60881
H 0.89289 0.22293 1.17969
```

As for the charge: -1. Its total energy is -6656.33002 eV. The calculation puts the energy above the lowest of the compared OMol25 structures with the same formula, charge and spin at 0.047 eV. Its SMILES is NC(=O)[O-]. Its HOMO-LUMO gap is 8.493 eV. The HOMO energy comes out at -3.7 eV.



No. 4
Formula: CH2NO2S
Source: OMol25
Level of theory: ωB97M-V/def2-TZVPD

Structure (XYZ):
```
7
CH2NO2S | OMol25 | ωB97M-V/def2-TZVPD
C 2.15466 0.36680 0.14247
N -0.10548 -0.65778 0.04434
O 1.64552 1.48686 0.34569
O 1.28768 -0.86996 0.24506
S 3.66085 -0.22094 -0.15974
H -0.33541 -0.50290 -0.89262
H -0.40089 0.11979 0.62427
```

As for the charge: -1. Its total energy is -17489.77231 eV. The calculation puts the energy above the lowest of the compared OMol25 structures with the same formula, charge and spin at 1.239 eV. Its SMILES is NOC([O-])=S. Its HOMO-LUMO gap is 7.382 eV. The HOMO energy comes out at -3.4 eV.



Number 1: maximum force 7.7 eV/Å. Number 2: maximum force 2.3 eV/Å. Number 3: maximum force 0.7 eV/Å. Number 4: maximum force 2.8 eV/Å.